Record 1
{"formula": "C3H5BrO2", "method": "the ωB97M-V functional and the def2-TZVPD basis", "energy_ev": -77327.5969, "lumo_energy_ev": 0.5, "homo_ev": -10.4290, "smiles": "C[C@H]1OC1=O.Br", "symbols": ["C", "C", "O", "C", "O", "H", "H", "H", "H", "Br", "H"], "positions_angstrom": [[-0.0906, -0.5983, -0.6218], [1.1578, -0.0577, -0.0435], [0.9320, 0.7288, 1.2228], [1.6510, -0.4170, 1.2684], [2.3862, -1.1171, 1.8714], [-0.8349, -0.6903, 0.1598], [-0.0067, -1.6130, -1.0779], [-0.4280, -0.0007, -1.4583], [1.5978, 0.7714, -0.6655], [-3.2972, 1.8112, 0.3025], [-3.0672, 1.1829, -0.9579]], "forces_ev_per_a": [[-0.41, -1.55, -0.88], [-0.40, 2.23, -1.34], [0.17, -1.35, 2.26], [0.86, 1.12, -2.00], [-0.55, 0.26, 1.10], [-0.32, 0.15, 0.04], [0.40, 0.52, 0.53], [-0.32, 0.45, 0.11], [0.58, -1.83, 0.18], [0.06, -0.11, -0.20], [-0.06, 0.11, 0.20]], "lowdin_charge": [-0.059, -0.182, 0.087, -0.444, 0.168, 0.079, 0.099, 0.069, 0.162, 0.309, -0.290]}

---

Record 2
{"formula": "C3H5BrO2", "method": "the ωB97M-V functional and the def2-TZVPD basis", "energy_ev": -77326.3408, "lumo_energy_ev": [-0.5, -0.5], "homo_ev": [-8.1302, -8.1307], "symbols": ["C", "C", "C", "O", "O", "Br", "H", "H", "H", "H", "H"], "positions_angstrom": [[1.4498, -0.9222, 0.1126], [-0.9423, 0.3622, 0.8035], [-0.7672, -0.1758, -0.6043], [1.9613, -1.9816, 0.2719], [-0.3892, 0.6447, -1.6310], [2.4067, 0.8030, 0.1700], [-0.8009, -0.4316, 1.4357], [-2.0142, 0.4516, 0.8507], [-0.2042, 1.1595, 1.0623], [-1.1668, -0.9828, -1.0617], [0.4670, 1.0729, -1.4099]], "forces_ev_per_a": [[-1.93, -3.24, -1.14], [-0.17, 0.35, -2.53], [5.07, 3.47, 0.95], [-0.56, 2.19, 0.00], [0.04, -0.64, 1.14], [0.99, 1.26, 0.04], [0.68, -2.02, 1.68], [-0.63, 1.53, 0.46], [-1.28, -0.30, -0.41], [-1.79, -2.89, -0.43], [-0.42, 0.29, 0.23]], "lowdin_charge": [-0.648, -0.080, -0.135, -0.032, -0.017, 0.576, 0.044, 0.086, 0.072, 0.092, 0.041]}

---

ΔE to the lowest compared entry with this formula, charge and spin: 163.02, 284.22 (kJ/mol)